Entry A
{"formula": "C5H11NO", "method": "ωB97M-V/def2-TZVPD", "charge": 1, "spin_multiplicity": 2, "homo_ev": [-13.7, -13.7], "gap_ev": [9.76, 6.37], "symbols": ["C", "C", "N", "C", "C", "C", "H", "H", "H", "H", "H", "H", "H", "H", "H", "H", "H", "O"], "positions_angstrom": [[0.83781, -2.32651, -0.30424], [0.76504, -0.99925, -0.62858], [-0.30677, -0.48150, -1.25206], [-0.58185, 0.92634, -1.31748], [0.06873, 2.55831, 0.54103], [-0.61539, 1.50180, 0.10401], [0.17909, -3.06110, -0.74333], [1.67030, -2.68736, 0.28006], [1.65251, -0.38486, -0.56743], [-1.00774, -1.15953, -1.52699], [-1.51137, 1.16966, -1.84031], [0.15681, 1.43174, -1.94459], [0.26097, 2.56384, 1.60118], [0.37061, 3.31326, -0.17254], [-1.01595, 0.78099, 0.81248], [0.27534, -0.83681, 1.87508], [-0.57064, -1.50851, 2.87993], [-0.62751, -0.80051, 2.20376]]}

***

Entry B
{"formula": "C5H11NO", "method": "ωB97M-V/def2-TZVPD", "charge": 1, "spin_multiplicity": 2, "homo_ev": [-16.3, -16.3], "gap_ev": [12.33, 7.85], "symbols": ["C", "N", "C", "C", "C", "C", "O", "H", "H", "H", "H", "H", "H", "H", "H", "H", "H", "H"], "positions_angstrom": [[-0.35452, -1.84119, 0.30059], [-0.14211, -0.44875, -0.07312], [-0.18121, -0.15733, -1.51140], [-0.80957, 1.22757, -1.76661], [0.84027, 0.24315, 0.72690], [0.46318, 0.29540, 2.22010], [-0.26066, -2.69287, -0.51460], [-0.55804, -2.03240, 1.34586], [-0.64038, -0.96166, -2.05649], [0.86626, -0.14641, -1.83753], [-1.82637, 1.24731, -1.38777], [-0.87260, 1.37538, -2.83885], [-0.22510, 1.98912, -1.25767], [1.84177, -0.16550, 0.56148], [0.95858, 1.25234, 0.35209], [0.76814, -0.60010, 2.75746], [0.74669, 1.22974, 2.67309], [-0.61433, 0.18620, 2.30648]]}

***

So which one is most stable? That would be entry B, about 10.9 kcal/mol below the next structure.

***

Entry A
{"formula": "C6H11O2", "method": "ωB97M-V/def2-TZVPD", "charge": -1, "smiles": "CC(C)CCC(=O)[O-]", "homo_ev": -3.9, "gap_ev": 7.45, "symbols": ["C", "C", "C", "C", "C", "C", "O", "O", "H", "H", "H", "H", "H", "H", "H", "H", "H", "H", "H"], "positions_angstrom": [[0.87465, -0.55259, 1.64058], [0.11550, 0.39931, 0.72608], [-0.86251, 1.25754, 1.52335], [-0.59355, -0.35016, -0.40359], [0.37518, -0.83132, -1.50400], [0.14719, -0.05925, -2.81129], [0.71271, 1.06807, -2.84194], [-0.58872, -0.58187, -3.67667], [1.48418, -0.04880, 2.39781], [1.61493, -1.10226, 1.04814], [0.14764, -1.23524, 2.07148], [0.74817, 1.13055, 0.21915], [-1.66395, 0.64516, 1.94088], [-0.37446, 1.69615, 2.38957], [-1.27489, 2.04255, 0.90279], [-1.33166, 0.33364, -0.80981], [-1.15502, -1.20597, -0.00325], [0.20965, -1.90379, -1.63082], [1.41494, -0.70171, -1.17846]]}

***

Entry B
{"formula": "C6H11O2", "method": "ωB97M-V/def2-TZVPD", "charge": -1, "homo_ev": -4.3, "gap_ev": 8.25, "symbols": ["C", "C", "C", "C", "H", "H", "H", "H", "H", "H", "H", "H", "O", "C", "O", "C", "H", "H", "H"], "positions_angstrom": [[-0.50992, 1.25041, 1.14907], [-0.61265, -0.08137, 1.84865], [-0.75242, -0.18150, 3.17803], [-0.45629, -1.30460, 0.99702], [0.13967, 1.13753, 0.27429], [-0.21956, 2.03684, 1.84335], [-1.47315, 1.45482, 0.66714], [-0.73578, -1.17264, 3.62123], [-0.87123, 0.67602, 3.82716], [-0.68455, -2.18555, 1.60151], [0.54353, -1.38547, 0.56485], [-1.07547, -1.20288, 0.10634], [-0.45639, 0.08221, -1.68166], [0.74045, 0.32682, -1.97524], [1.62069, 0.79675, -1.22054], [1.14591, -0.00990, -3.42956], [0.42836, -0.73341, -3.81749], [1.05751, 0.87062, -4.07282], [2.17129, -0.37472, -3.48133]]}

***

So which one is most stable? That would be entry A, about 12.1 kcal/mol below the next structure.

***

Entry A
{"formula": "C2H6N4S", "method": "ωB97M-V/def2-TZVPD", "homo_ev": [-9.0, -9.0], "gap_ev": [8.27, 8.27], "symbols": ["C", "C", "N", "N", "N", "N", "S", "H", "H", "H", "H", "H", "H"], "positions_angstrom": [[-1.03949, -0.21800, -0.11438], [-0.10136, 0.94381, 0.10681], [3.31340, -1.76898, 0.07284], [1.11806, 0.43582, 0.53584], [1.93341, -0.06283, -0.27592], [3.11501, -0.51820, 0.05841], [4.11871, 0.77958, -0.05506], [-0.48281, -0.74096, -0.81714], [-1.21756, -0.61783, 0.86793], [-1.94300, 0.23315, -0.73211], [-0.57929, 1.67242, 0.64429], [0.10209, 1.50622, -0.87948], [4.35721, -1.93341, -0.07239]]}

***

Entry B
{"formula": "C2H6N4S", "method": "ωB97M-V/def2-TZVPD", "homo_ev": -9.1, "gap_ev": 8.73, "symbols": ["C", "C", "H", "H", "H", "H", "H", "H", "N", "N", "N", "N", "S"], "positions_angstrom": [[-1.49664, -0.00256, -0.04261], [2.00193, -0.21989, -0.08918], [-2.55655, 1.01029, 1.16743], [-0.60509, 1.70767, 1.37632], [-0.34300, -1.24483, -1.15245], [0.94561, 1.09364, -1.60725], [3.05943, -0.09415, -0.46070], [0.94398, -1.46173, 0.95204], [-1.69872, 1.38901, 0.41215], [-0.19820, -0.45814, -0.48181], [0.85005, 0.41750, -0.75401], [1.94468, -1.17220, 0.79936], [-2.84747, -0.96460, -0.11929]]}

***

Entry C
{"formula": "C2H6N4S", "method": "ωB97M-V/def2-TZVPD", "homo_ev": [-6.9, -6.8], "gap_ev": [7.49, 6.93], "symbols": ["C", "C", "N", "N", "N", "N", "S", "H", "H", "H", "H", "H", "H"], "positions_angstrom": [[0.66585, 0.53139, 0.76765], [1.83170, -0.21756, 0.90680], [-0.47432, 0.52118, 0.04437], [1.81146, -2.98375, 0.45251], [-0.88614, -0.17834, -0.96073], [-2.16869, 0.09011, -1.32643], [2.64529, -1.70670, 0.83709], [0.71519, 1.45316, 1.33778], [2.57925, 0.38582, 1.41660], [-1.09997, 1.29595, 0.31978], [2.44798, -3.75916, 0.31683], [-2.33366, -0.21707, -2.27471], [-2.47792, 1.05216, -1.15428]]}

***

So which one is most stable? That would be entry B, about 11.7 kcal/mol below the next structure.

***

Entry A
{"formula": "C2H2O", "method": "ωB97M-V/def2-TZVPD", "smiles": "C=C=O", "homo_ev": -9.6, "gap_ev": 10.43, "symbols": ["C", "C", "O", "H", "H"], "positions_angstrom": [[0.02620, 0.24902, -0.44521], [-0.10248, -0.33248, 0.70945], [-0.14755, -0.91469, 1.76191], [-0.60819, 0.90722, -1.00554], [0.83202, 0.09093, -1.02060]]}

***

Entry B
{"formula": "C2H2O", "method": "ωB97M-V/def2-TZVPD", "homo_ev": [-10.0, -10.0], "gap_ev": [8.89, 8.89], "symbols": ["C", "C", "O", "H", "H"], "positions_angstrom": [[0.35882, 3.11998, -0.49544], [-0.35665, 0.19331, -0.63641], [0.99857, 3.57212, 0.34450], [-0.09435, 0.86391, 0.19904], [-0.29986, 0.99246, -1.37254]]}

***

So which one is most stable? That would be entry A, about 89.8 kcal/mol below the next structure.